This record from the OMol25 dataset describes 2 unconnected molecules or ions with the total composition C6H14N4 in a non-equilibrium geometry. The level of theory is ωB97M-V/def2-TZVPD.

Results
* orbital gap: 8.82 eV
* HOMO energy: -8.042 eV

Geometry (Å):
C -1.596 1.093 -0.549
C -1.670 -1.740 1.036
C -0.640 1.874 1.510
C 1.021 -0.537 -2.056
C 2.370 0.475 -0.316
C 0.303 -0.589 0.253
N -2.381 0.807 -1.353
N -0.704 -1.472 -0.010
N -0.578 1.262 0.216
N 1.321 -0.464 -0.640
H -1.149 -2.009 1.953
H -2.322 -0.883 1.230
H -2.289 -2.578 0.721
H 0.382 2.019 1.868
H -1.126 2.853 1.450
H -1.187 1.272 2.251
H 0.441 0.329 -2.389
H 1.960 -0.569 -2.607
H 0.465 -1.446 -2.270
H 3.278 0.186 -0.843
H 2.097 1.492 -0.605
H 2.565 0.456 0.753
H 0.610 -0.538 1.292
H -1.171 -1.293 -0.895

Löwdin population analysis, charges in e, atoms 1 to 2:
1 C -0.482
2 C -0.082